## i
ORCA calculation (ωB97M-V/def2-TZVPD) on a molecular structure, C16H28AsF12N7O5Se2W.

Calculated values
- LUMO energy (alpha / beta) (eV) = -4.93 / -4.70
- gap between HOMO and LUMO (alpha / beta) (eV) = 4.98 / 5.12
- molecular weight (g mol⁻¹) = 1043.10

Geometry as ORCA input:
```
! wB97M-V def2-TZVPD RIJCOSX def2/J DEFGRID3
* xyz 1 2
W -0.28 0.55 0.00
Se 1.82 1.65 1.22
Se 1.79 -0.32 -1.05
As -1.32 -0.50 -3.64
F -1.77 3.25 2.25
F -0.60 0.93 -2.59
F -3.18 2.37 3.63
F -1.59 0.67 -4.87
F -2.98 1.58 1.63
F -2.56 -0.80 2.84
F -0.80 -1.01 4.06
F 0.32 -0.68 -4.19
F -2.51 0.06 4.82
F -2.81 -0.12 -2.91
F -1.92 -1.84 -4.46
F -0.80 -1.51 -2.23
O 5.98 2.02 -1.23
O 1.16 2.61 -1.80
O -2.02 -0.10 -0.31
O -2.83 -2.14 -0.01
O -0.54 0.69 1.94
N -1.36 -3.63 1.55
N -1.01 2.31 -0.39
N -2.63 3.64 -1.62
N 0.77 -2.78 1.85
N -0.73 -1.54 0.64
N 1.56 -1.64 1.89
N -1.99 -1.31 0.22
C -2.07 4.77 -2.38
C 3.51 2.24 -1.20
C -2.23 4.50 -3.87
C -2.30 2.09 2.68
C -4.22 3.07 -3.38
C -1.79 -0.15 3.74
C 3.32 0.84 -1.79
C -1.17 1.12 3.11
C 2.44 3.22 -1.71
C -4.05 3.37 -1.90
C 3.54 2.18 0.32
C -0.47 -2.67 1.34
C -3.69 4.24 -4.22
C -0.22 1.81 4.08
C 4.88 2.76 -1.71
C -1.90 2.84 -0.95
H -5.28 2.89 -3.59
H -2.64 5.67 -2.10
H 6.23 2.32 -0.35
H 1.61 -1.25 2.83
H -1.03 4.91 -2.10
H 3.14 0.90 -2.86
H 0.57 1.11 4.35
H -1.63 3.62 -4.14
H -2.23 -3.54 1.04
H 2.74 3.60 -2.69
H 0.95 2.44 -2.72
H -3.67 2.16 -3.64
H -1.10 -4.51 1.95
H 2.35 4.06 -1.03
H -1.84 5.35 -4.43
H 4.21 0.24 -1.60
H 4.90 2.66 -2.80
H 0.95 -3.54 2.50
H 4.28 1.45 0.65
H 2.50 -1.87 1.59
H 0.24 2.67 3.59
H -4.61 4.26 -1.61
H -4.29 5.14 -4.03
H -3.79 4.01 -5.28
H -4.37 2.53 -1.29
H -0.76 2.13 4.97
H 3.78 3.16 0.74
H 4.97 3.82 -1.46
*
```

## ii
ORCA calculation (ωB97M-V/def2-TZVPD) on a molecular structure, C16H28AsF12N7O5Se2W.

Calculated values
- LUMO energy (alpha / beta) (eV) = -4.50 / -4.45
- gap between HOMO and LUMO (alpha / beta) (eV) = 5.69 / 5.93
- molecular weight (g mol⁻¹) = 1043.10

Geometry as ORCA input:
```
! wB97M-V def2-TZVPD RIJCOSX def2/J DEFGRID3
* xyz 1 2
W -0.80 1.92 0.82
Se 1.36 -1.42 1.91
Se 1.16 0.04 -0.29
As -3.31 3.29 1.88
F 0.05 2.60 -4.54
F -0.35 -0.08 -3.16
F -2.57 2.03 -0.07
F -1.00 3.13 2.51
F -2.23 0.19 -2.15
F 1.42 1.94 -2.99
F -0.86 3.77 0.34
F -2.63 1.56 2.19
F -3.70 3.40 3.55
F 0.58 3.93 -2.91
F -4.84 2.56 1.57
F -2.00 0.92 -4.16
O 1.43 -3.07 -0.52
O -0.17 0.91 2.44
O 5.71 -0.94 0.41
O -0.43 1.91 -1.12
O 1.70 1.18 3.47
N -3.00 -2.04 0.05
N 2.75 3.61 2.97
N 0.87 1.62 2.75
N 1.16 2.44 1.67
N 1.86 3.78 -0.47
N -1.58 -0.11 0.58
N 2.54 4.01 0.72
C 3.20 -1.86 1.53
C -2.26 -1.01 0.35
C -1.37 0.78 -2.99
C 3.10 -0.37 -0.37
C -2.33 -4.36 -0.15
C -0.91 2.14 -2.40
C -2.52 -3.06 -0.90
C -2.05 3.15 -2.52
C -3.65 -4.77 0.52
C 2.80 -2.88 -0.79
C 2.14 3.36 1.81
C -4.26 -2.34 0.74
C 0.29 2.64 -3.23
C 3.49 -1.78 0.05
C 4.98 -1.99 -0.21
C -4.13 -3.67 1.47
H -3.00 2.67 -2.31
H 3.50 4.28 3.02
H -4.40 -4.96 -0.25
H 2.52 3.50 -1.19
H -5.10 -3.94 1.90
H -1.60 -2.70 -1.37
H -3.42 -3.57 2.29
H 5.15 -1.99 -1.29
H 3.42 -2.86 1.93
H 1.11 -3.78 -1.08
H 5.28 -2.96 0.19
H 3.34 -3.82 -0.60
H 6.65 -1.08 0.27
H -5.05 -2.39 -0.02
H 3.81 -1.13 2.06
H 1.34 4.59 -0.77
H -1.56 -4.23 0.62
H 3.08 4.86 0.84
H 2.92 -2.60 -1.85
H 2.62 2.96 3.73
H -4.50 -1.53 1.43
H -1.98 -5.14 -0.84
H -1.89 3.95 -1.80
H -3.50 -5.70 1.08
H -2.08 3.57 -3.52
H 3.62 0.37 0.24
H 3.38 -0.21 -1.42
H -3.28 -3.17 -1.67
*
```

It is ii that is most stable; the runner-up trails by 42.8 kJ/mol.

## i
ORCA calculation (ωB97M-V/def2-TZVPD) on 3 unconnected molecules or ions with the total composition C2H10N2O3.

Calculated values
- LUMO energy (eV) = 0.38
- gap between HOMO and LUMO (eV) = 10.10
- SMILES string = NCC(N)=O.O.O
- molecular weight (g mol⁻¹) = 110.11

Geometry as ORCA input:
```
! wB97M-V def2-TZVPD RIJCOSX def2/J DEFGRID3
* xyz 0 1
O 2.02 -1.73 -1.38
O -3.45 -2.46 -1.32
O 1.02 0.87 -0.60
N -0.43 -0.50 0.54
N 1.28 2.38 1.61
C 0.00 1.75 1.35
C 0.22 0.69 0.29
H -1.40 -0.39 0.83
H -2.70 -3.04 -1.34
H 1.15 -1.54 -1.77
H 1.98 -1.07 -0.67
H -0.78 2.48 1.09
H 1.11 3.20 2.14
H -4.20 -2.94 -0.96
H -0.42 1.26 2.24
H -0.40 -1.21 -0.16
H 1.66 2.68 0.71
*
```

## ii
ORCA calculation (ωB97M-V/def2-TZVPD) on 3 unconnected molecules or ions with the total composition C2H10N2O3.

Calculated values
- LUMO energy (eV) = 0.64
- gap between HOMO and LUMO (eV) = 10.29
- SMILES string = C=NO.CON.O
- molecular weight (g mol⁻¹) = 110.11

Geometry as ORCA input:
```
! wB97M-V def2-TZVPD RIJCOSX def2/J DEFGRID3
* xyz 0 1
O 0.53 -1.83 2.70
O 0.46 0.86 -1.55
O -1.96 -0.59 1.31
N 1.08 1.66 -2.57
N 0.68 -1.10 1.54
C -0.21 1.70 -0.62
C 0.39 -1.76 0.46
H 2.09 1.56 -2.43
H 0.40 -2.85 0.45
H -1.37 -1.41 0.86
H -0.73 1.03 0.06
H 0.51 -1.16 3.40
H -0.93 2.34 -1.13
H 0.84 1.20 -3.44
H -2.91 -0.70 1.46
H 0.50 2.31 -0.07
H 0.64 -1.23 -0.45
*
```

## iii
ORCA calculation (ωB97M-V/def2-TZVPD) on 3 unconnected molecules or ions with the total composition C2H10N2O3.

Calculated values
- LUMO energy (eV) = 0.43
- gap between HOMO and LUMO (eV) = 9.55
- SMILES string = NCC(N)=O.O.O
- molecular weight (g mol⁻¹) = 110.11

Geometry as ORCA input:
```
! wB97M-V def2-TZVPD RIJCOSX def2/J DEFGRID3
* xyz 0 1
O 0.09 3.15 1.98
O 1.87 -1.68 -2.00
O 0.47 -2.04 0.26
N -0.80 -0.01 -1.59
N -0.97 -0.89 1.55
C -0.13 -1.01 0.51
C -0.04 0.22 -0.37
H -1.30 -1.68 2.09
H 1.48 -2.03 -1.17
H -0.32 -0.68 -2.18
H -0.50 2.82 2.65
H -1.51 -0.05 1.69
H 2.39 -2.40 -2.37
H -1.01 0.85 -2.07
H 0.99 0.48 -0.63
H -0.41 1.10 0.16
H -0.31 3.85 1.46
*
```

It is iii that is most stable; the runner-up trails by 37.2 kJ/mol.

## i
ORCA calculation (ωB97M-V/def2-TZVPD) on a single C19H19N3O2 molecule.

Calculated values
- LUMO energy (eV) = 0.37
- gap between HOMO and LUMO (eV) = 8.65
- SMILES string = O=C(NO)[C@H](Cc1ccccc1)c1cnc2c(C3CC3)cccn12
- molecular weight (g mol⁻¹) = 321.38

Geometry as ORCA input:
```
! wB97M-V def2-TZVPD RIJCOSX def2/J DEFGRID3
* xyz 0 1
O 0.51 1.22 -3.27
O 2.40 0.31 -1.75
N 0.28 0.21 -2.34
N -2.71 -0.76 0.85
N -1.07 0.53 0.70
C -1.10 2.90 0.79
C -2.38 0.49 0.93
C 1.30 -0.03 -1.41
C 2.97 -2.57 -0.30
C 1.42 -2.38 -0.28
C -0.37 1.73 0.75
C -5.46 2.60 0.17
C 5.15 -1.97 0.72
C 3.73 -3.28 -1.30
C 5.87 -2.51 -0.38
C 5.14 -3.17 -1.32
C -0.51 -0.63 0.27
C -5.57 2.97 1.64
C -3.18 1.79 1.02
C -1.59 -1.47 0.43
C 1.01 -0.85 -0.13
C 3.71 -2.02 0.73
C -2.51 3.01 1.05
C -4.66 1.81 1.16
H -2.88 3.98 1.31
H 0.97 -2.74 -1.27
H 1.54 1.32 -3.18
H 5.79 -3.70 -1.99
H -5.24 3.96 2.05
H -6.44 2.74 2.29
H 5.81 -1.52 1.38
H -0.50 3.79 0.74
H 3.37 -3.78 -2.17
H 1.08 -2.89 0.53
H -1.48 -2.49 0.49
H 3.29 -1.51 1.66
H 0.65 1.79 0.46
H -4.95 0.83 1.49
H -0.67 0.06 -1.94
H 6.94 -2.73 -0.55
H -6.44 2.14 -0.18
H -4.87 3.22 -0.52
H 1.67 -0.40 0.67
*
```

## ii
ORCA calculation (ωB97M-V/def2-TZVPD) on a single C19H19N3O2 molecule.

Calculated values
- LUMO energy (eV) = 0.37
- gap between HOMO and LUMO (eV) = 8.43
- SMILES string = Cc1cccc(NC(=O)c2cc(-c3c(C)cc(C)cc3O)n[nH]2)c1
- molecular weight (g mol⁻¹) = 321.38

Geometry as ORCA input:
```
! wB97M-V def2-TZVPD RIJCOSX def2/J DEFGRID3
* xyz 0 1
O -2.93 -2.30 1.52
O 3.25 -3.74 -0.29
N -0.67 -2.92 0.29
N 3.73 -1.55 -0.37
N 0.60 -3.28 0.30
C 0.61 -1.21 -0.41
C 3.27 2.54 0.36
C -3.00 -1.25 0.67
C -3.35 0.87 -1.05
C -4.16 -0.49 0.72
C -2.17 0.15 -1.11
C -5.61 1.39 -0.09
C 4.03 2.10 -0.71
C -1.17 0.51 -2.17
C -0.71 -1.65 -0.15
C 2.67 1.62 1.22
C 4.18 0.75 -0.95
C 1.43 -2.28 -0.11
C 2.86 -2.58 -0.24
C 1.87 2.10 2.39
C -4.35 0.59 -0.13
C -1.96 -0.91 -0.22
C 2.83 0.27 0.98
C 3.56 -0.18 -0.12
H 1.29 1.29 2.82
H 4.51 2.82 -1.36
H 2.54 2.49 3.16
H -0.44 1.23 -1.79
H 3.15 3.59 0.54
H 0.89 -4.21 0.55
H -1.68 0.98 -3.01
H 4.77 0.40 -1.79
H -5.42 2.43 -0.35
H -4.92 -0.77 1.44
H 4.66 -1.84 -0.66
H -6.33 0.99 -0.80
H -2.12 -2.82 1.31
H -6.06 1.35 0.90
H -0.64 -0.36 -2.54
H 1.20 2.90 2.10
H 2.39 -0.45 1.65
H -3.50 1.69 -1.75
H 0.92 -0.24 -0.74
*
```

## iii
ORCA calculation (ωB97M-V/def2-TZVPD) on a single C19H19N3O2 molecule.

Calculated values
- LUMO energy (eV) = 0.76
- gap between HOMO and LUMO (eV) = 9.20
- SMILES string = C[C@@H](OC(=O)Nc1c(-c2ccccc2)cnn1C)c1ccccc1
- molecular weight (g mol⁻¹) = 321.38

Geometry as ORCA input:
```
! wB97M-V def2-TZVPD RIJCOSX def2/J DEFGRID3
* xyz 0 1
O 1.31 0.05 -0.07
O 2.10 -1.36 -1.58
N -2.50 1.84 -0.96
N 0.08 -0.54 -1.89
N -1.25 1.45 -1.37
C -3.14 0.63 -0.94
C -2.22 -0.45 -1.20
C 2.49 0.09 0.74
C 2.47 -1.12 1.69
C 3.67 2.26 1.27
C 3.88 3.56 1.85
C -1.77 -3.08 -1.20
C 2.49 1.49 1.50
C 1.64 3.33 2.95
C -4.00 -2.19 -0.74
C -4.42 -3.46 -0.59
C 1.43 2.05 2.32
C 2.82 4.08 2.73
C -3.54 -4.56 -0.78
C -0.34 2.37 -2.16
C -2.63 -1.92 -1.11
C -1.08 0.06 -1.44
C 1.19 -0.68 -1.15
C -2.20 -4.37 -1.01
H -4.77 -1.44 -0.60
H -0.37 2.06 -3.21
H -4.10 -5.58 -0.56
H 2.34 -2.08 1.15
H -0.65 -2.93 -1.24
H 4.78 4.06 1.53
H 3.40 -0.08 0.16
H -5.40 -3.57 -0.41
H 1.62 -0.94 2.43
H 0.95 3.55 3.72
H 4.42 1.91 0.58
H 0.69 2.27 -1.95
H -4.17 0.67 -0.68
H 2.83 5.15 2.98
H -0.56 3.47 -1.97
H -1.40 -5.06 -1.15
H 3.36 -1.13 2.33
H 0.55 1.47 2.49
H -0.03 -1.34 -2.49
*
```

It is ii that is most stable; the runner-up trails by 339.2 kJ/mol.

## i
ORCA calculation (ωB97M-V/def2-TZVPD) on a molecular structure, C3H4ClFO.

Calculated values
- LUMO energy (eV) = 0.90
- gap between HOMO and LUMO (eV) = 11.34
- molecular weight (g mol⁻¹) = 110.52

Geometry as ORCA input:
```
! wB97M-V def2-TZVPD RIJCOSX def2/J DEFGRID3
* xyz 0 1
Cl 0.09 1.46 1.80
F -0.66 -0.94 1.40
O 0.12 -0.42 -1.31
C -0.85 0.26 -0.61
C 1.01 -0.39 -0.16
C -0.15 0.13 0.71
H 1.90 0.22 -0.36
H -1.00 1.34 -0.94
H 1.36 -1.36 0.12
H -1.81 -0.30 -0.63
*
```

## ii
ORCA calculation (ωB97M-V/def2-TZVPD) on a single C3H4ClFO molecule.

Calculated values
- LUMO energy (eV) = -0.18
- gap between HOMO and LUMO (eV) = 10.30
- SMILES string = CC(=O)[C@@H](F)Cl
- molecular weight (g mol⁻¹) = 110.52

Geometry as ORCA input:
```
! wB97M-V def2-TZVPD RIJCOSX def2/J DEFGRID3
* xyz 0 1
Cl -1.81 1.62 -0.69
F 0.59 1.40 -1.93
O 1.18 -0.96 -1.32
C 0.49 -0.44 -0.39
C -0.03 -0.87 0.93
C -0.03 1.03 -0.71
H 0.12 -2.11 1.12
H 0.16 -0.35 1.89
H 0.57 1.55 0.13
H -1.24 -0.86 0.98
*
```

It is i that is most stable; the runner-up trails by 72.6 kJ/mol.